DFT (wB97M-V/def2-TZVPD) results for a cluster of 2 separate species, C4H6NO4P in total at a distorted geometry.

Properties
Total charge = -2
Max |F| = 4.6 eV Å⁻¹
Spin multiplicity = 1
Energy above the lowest of the compared OMol25 structures with the same formula, charge and spin = 112.76 kJ/mol
Calculated total energy = -853.063554 hartree
HOMO-LUMO gap (spin up / spin down) = 7.0 / 7.0 eV

Cartesian coordinates (Å):
H  -1.338  -1.555  0.440
O  -3.153  0.494  -1.120
H  1.818  1.206  -1.635
C  -0.350  0.137  -0.418
C  0.406  1.275  -0.145
N  0.287  -1.317  1.051
C  1.503  1.757  -0.701
C  1.497  -1.529  0.588
H  0.083  1.782  0.855
O  -2.324  -1.614  0.123
H  2.051  2.528  -0.082
H  1.919  -2.238  1.388
H  -0.025  -0.471  -1.239
P  -2.231  0.088  -0.015
O  2.262  -1.274  -0.394
O  -2.405  0.731  1.304